This record from OMol25 describes a cluster of 12 separate species, H24O12 in total. The level of theory is ωB97M-V/def2-TZVPD.

Values from the calculation:
Structure (SMILES): O.O.O.O.O.O.O.O.O.O.O.O
Relative energy (zero: lowest compared OMol25 entry of this formula, charge and spin), kJ/mol: 97.9
Net charge: 0
Highest occupied orbital energy, eV: -9.892

Each line ends with the Mulliken charge.
Positions of all 36 atoms, in Å:
O (-2.99598, 1.15712, 1.46808)  -0.717
H (-0.27764, -0.35213, 2.77575)  0.372
H (2.15687, -1.35942, 1.59415)  0.296
H (3.28191, 0.76763, -1.53831)  0.401
H (-0.54774, 1.39398, -1.91607)  0.407
O (-3.85120, 0.47848, -1.14241)  -0.613
H (3.04633, -0.22802, 2.14898)  0.278
H (-1.39434, 0.62862, 2.25430)  0.321
H (-0.88752, 2.89807, -1.91556)  0.322
H (-2.77351, -1.35816, 2.74398)  0.310
H (3.52513, -1.80943, -1.47001)  0.241
H (-3.02896, -0.61251, 1.43029)  0.406
O (0.11952, -2.10809, 2.03650)  -0.595
H (-3.48689, 0.68966, -2.01413)  0.308
O (2.79106, -1.19626, -1.32815)  -0.714
H (-4.79078, 0.31041, -1.29001)  0.267
H (1.90315, -1.37576, -2.99608)  0.364
O (3.52559, 1.68937, -1.73602)  -0.627
H (0.85199, -0.45634, -0.86494)  0.246
H (1.05808, -1.09942, -4.26368)  0.334
O (0.02584, 0.04348, -0.75391)  -0.467
H (0.20985, -2.76967, 2.73637)  0.277
O (1.29028, 2.20612, 1.06717)  -0.628
O (-0.51708, 0.58298, 2.71754)  -0.656
H (-0.81796, -2.14827, 1.77128)  0.303
O (-2.96865, -1.50848, 1.80778)  -0.692
H (-0.65930, -0.63577, -0.67809)  0.225
H (1.09859, 1.68217, 0.27207)  0.241
H (2.79827, -0.99262, -0.34748)  0.363
H (0.70236, 1.82289, 1.75409)  0.394
H (-3.15711, 1.00801, 0.51060)  0.394
O (1.53948, -1.79783, -3.80523)  -0.647
H (4.48581, 1.68465, -1.81238)  0.288
O (-1.04098, 2.08513, -2.41228)  -0.651
H (-3.87275, 1.24441, 1.86287)  0.294
O (2.65826, -0.56503, 1.33293)  -0.647

***

This record from OMol25 describes a cluster of 12 separate species, H24O12 in total. The level of theory is ωB97M-V/def2-TZVPD.

Values from the calculation:
Structure (SMILES): O.O.O.O.O.O.O.O.O.O.O.O
Relative energy (zero: lowest compared OMol25 entry of this formula, charge and spin), kJ/mol: 108.0
Net charge: 0
Highest occupied orbital energy, eV: -10.043

Each line ends with the Mulliken charge.
Positions of all 36 atoms, in Å:
O (0.87174, -0.44513, 2.81765)  -0.706
H (1.02399, -1.77644, -2.15788)  0.338
O (1.26913, 1.93085, 1.57081)  -0.592
H (-0.08038, 0.52775, -0.86138)  0.058
O (0.67198, 2.52297, -1.73733)  -0.680
H (-0.39537, 2.66816, 0.76431)  0.357
H (0.24880, 3.00803, -1.02540)  0.393
H (-2.82072, -0.58744, 1.74438)  0.308
H (-0.77209, -3.79175, 1.25307)  0.281
H (-1.71457, -1.47418, 1.19821)  0.331
H (1.45713, 1.09661, 2.00800)  0.304
H (-2.63301, 1.99164, -0.20598)  0.415
H (1.03853, -1.14217, 3.45569)  0.293
H (1.64294, -1.56805, 1.57107)  0.446
O (-3.32596, 1.38172, -0.48471)  -0.663
H (-1.06910, 0.58648, -3.96249)  0.274
O (-0.67513, -3.05796, 0.64340)  -0.663
O (-1.20587, 2.87841, 0.29016)  -0.698
O (-1.32843, 1.19534, -3.26858)  -0.625
O (-2.04460, -0.57083, 1.18038)  -0.680
H (-0.07170, -0.27583, 2.88437)  0.287
H (2.81694, -0.92597, -0.00894)  0.441
H (-1.38014, 3.79470, 0.51454)  0.270
O (3.00111, -0.22566, -0.64423)  -0.651
H (0.27519, -2.92979, 0.56835)  0.288
H (-3.07691, 0.52842, -0.12172)  0.333
H (-0.05677, 2.12333, -2.22060)  0.317
H (-0.72751, -0.76155, -0.38629)  0.204
H (2.90943, -2.38676, 1.36535)  0.317
H (-2.27757, 1.28761, -3.36932)  0.283
O (0.99967, -2.60586, -2.64220)  -0.633
H (2.28149, 0.39843, -0.53202)  0.283
H (2.03702, 2.47667, 1.74906)  0.295
H (1.05176, -3.28126, -1.96545)  0.279
O (-0.01430, -0.42743, -0.93515)  -0.057
O (2.07329, -2.16306, 0.95087)  -0.745

***

This record from OMol25 describes a cluster of 12 separate species, H24O12 in total. The level of theory is ωB97M-V/def2-TZVPD.

Values from the calculation:
Structure (SMILES): O.O.O.O.O.O.O.O.O.O.O.O
Relative energy (zero: lowest compared OMol25 entry of this formula, charge and spin), kJ/mol: 823.7
Net charge: 0
Highest occupied orbital energy, eV: -9.318

Each line ends with the Mulliken charge.
Positions of all 36 atoms, in Å:
H (-3.75286, 2.48489, -0.59970)  0.298
H (-1.65965, 0.39544, 0.73666)  0.206
H (-4.83618, -2.33448, 0.62980)  0.318
H (-0.35459, -0.56193, -3.74135)  0.293
H (-3.74213, -3.32426, 0.39450)  0.321
O (-4.28043, 2.12639, -1.32469)  -0.611
H (-2.80632, 1.26792, 4.18771)  0.330
O (0.22846, 2.12361, 0.69622)  -0.518
H (3.12868, -1.27955, -0.46320)  0.021
O (-0.84683, 0.33946, 0.18149)  -0.591
H (2.38476, -1.19319, 0.95215)  0.352
O (1.52831, -3.02006, 0.11103)  -0.490
O (2.86630, -1.04968, 1.76276)  -0.565
O (0.15305, -2.30334, -0.81607)  -0.581
O (-4.71697, -3.23158, 0.30542)  -0.638
O (3.88769, -0.85260, -0.81868)  -0.572
O (-1.25568, -0.33091, -3.40383)  -0.595
H (1.18139, 3.60343, -0.86895)  0.321
H (-0.50204, -0.54134, 0.60960)  0.346
H (2.86765, 1.19747, 0.41175)  0.171
H (-2.39743, 1.40064, 2.72470)  0.306
O (0.58955, 4.31806, -0.69945)  -0.612
O (-2.85997, 0.77915, 3.27116)  -0.632
O (3.58036, 1.57469, -0.13319)  -0.510
H (4.52081, -0.88527, -0.08827)  0.344
H (1.08446, 2.18188, 1.17622)  0.219
H (4.03950, 1.92492, 0.59124)  0.347
H (3.67718, -0.62677, 1.60791)  0.253
H (-0.24126, 3.86829, -0.50257)  0.333
H (2.17158, -2.76862, -0.57701)  0.410
H (0.82544, -1.64026, -0.86369)  0.370
H (0.45012, 1.75545, -0.17306)  0.328
H (-1.67459, -1.16480, -3.21944)  0.297
H (-5.17592, 2.12552, -0.97717)  0.317
H (1.83913, -3.65344, 0.66129)  0.156
H (0.09843, -2.70514, -1.74129)  0.261